(1)
This record from the OMol25 dataset describes an isolated molecule of C18H28N4O2. The level of theory is the ωB97M-V functional and the def2-TZVPD basis.

The geometry in XYZ format:
```
52
Properties=species:S:1:pos:R:3:forces:R:3:mulliken_charge:R:1
C -0.7888 -3.3538 3.4423 -0.197 0.236 -0.102 -1.69
C -1.1257 -2.2338 2.4583 0.251 -0.196 -0.079 0.85
C -0.0057 -1.1985 2.4443 -0.301 0.093 0.134 -1.01
C -1.3722 -2.8180 1.0626 -0.367 0.332 0.094 -0.96
C -2.0885 -1.8696 0.0906 0.175 -0.329 0.000 -0.78
N -1.2439 -0.7864 -0.3695 -0.265 0.147 -0.012 0.59
C -1.8605 0.5081 -0.5419 0.155 0.234 0.069 -1.13
C -0.7702 1.5810 -0.5023 -0.380 -0.066 0.006 -0.48
N 0.2369 1.2948 -1.5047 0.008 0.074 -0.093 0.17
C 1.1991 2.3686 -1.7002 -0.078 -0.106 -0.078 -1.55
C 2.0208 2.6687 -0.4763 0.354 -0.426 -0.225 0.66
C 3.1718 2.0033 -0.1534 -0.638 0.271 -0.499 -0.32
C 3.8847 2.2300 1.0513 0.160 0.338 0.708 -0.74
C 3.4779 3.1355 1.9847 0.458 -0.332 0.022 -0.80
C 2.3010 3.8532 1.6986 -1.229 0.394 -0.806 0.81
N 1.6481 4.7872 2.3658 0.862 -0.298 0.552 -0.57
O 0.5968 5.1113 1.6167 -0.153 0.145 0.054 -0.05
N 0.5282 4.4244 0.4787 0.024 -0.554 -0.864 -0.53
C 1.5727 3.6162 0.4742 0.162 0.765 1.235 0.60
C 0.8296 -0.0063 -1.2690 -0.023 -0.295 -0.006 -1.13
C -0.2695 -1.0744 -1.4001 0.353 0.133 -0.252 -0.08
C -0.7440 -1.0677 -2.8717 -0.276 -0.346 0.219 -0.91
C -1.8647 -2.0419 -3.2302 0.146 0.209 0.330 -0.59
O -2.0146 -2.1700 -4.6274 -0.051 0.055 -0.467 -0.56
H -1.6054 -4.0692 3.5113 -0.059 -0.126 0.034 0.43
H -0.6062 -2.9468 4.4343 0.053 -0.007 0.134 0.42
H 0.1052 -3.8838 3.1202 0.133 -0.088 -0.026 0.35
H -2.0474 -1.7456 2.7948 -0.035 -0.005 -0.021 0.18
H 0.1138 -0.7520 3.4295 0.083 0.038 0.134 0.49
H -0.2307 -0.4179 1.7253 0.124 0.082 0.016 -0.16
H 0.9358 -1.6673 2.1637 0.168 -0.056 -0.067 0.25
H -1.9992 -3.7070 1.1650 0.030 -0.106 -0.039 0.51
H -0.4202 -3.1351 0.6345 0.095 -0.132 -0.042 0.20
H -2.4863 -2.4697 -0.7389 -0.104 0.062 0.025 0.13
H -2.9421 -1.4274 0.6105 -0.035 -0.025 -0.053 0.59
H -2.5518 0.6836 0.2854 -0.002 -0.012 -0.042 0.49
H -2.4279 0.5942 -1.4826 -0.044 0.044 0.032 0.31
H -1.2003 2.5635 -0.7063 0.008 0.002 0.050 0.52
H -0.3403 1.5950 0.5140 -0.039 0.028 -0.025 0.20
H 1.8529 2.0758 -2.5265 -0.015 0.101 0.030 0.56
H 0.6383 3.2622 -1.9851 0.097 -0.026 -0.078 0.54
H 3.5702 1.2762 -0.8460 -0.008 -0.078 -0.107 0.43
H 4.7842 1.6567 1.2205 0.075 -0.020 0.063 0.41
H 4.0140 3.3145 2.9014 0.125 -0.037 0.093 0.44
H 1.6067 -0.1785 -2.0168 0.048 0.001 -0.012 0.52
H 1.2804 -0.0813 -0.2654 0.005 -0.024 -0.066 0.15
H 0.1618 -2.0555 -1.1786 0.056 0.042 -0.008 0.58
H -1.0392 -0.0510 -3.1388 0.027 -0.026 -0.088 0.48
H 0.1213 -1.3301 -3.4855 0.014 0.024 -0.049 0.30
H -1.6272 -3.0486 -2.8771 -0.079 0.053 0.079 0.27
H -2.8167 -1.7224 -2.7825 0.122 -0.118 0.068 0.31
H -2.1626 -1.2943 -5.0019 0.005 -0.071 0.025 0.33
```
Positions in Å, forces in eV/Å.

multiplicity	1
SMILES string	CC(C)CCN1CCN(Cc2cccc3nonc23)C[C@@H]1CCO
gap between HOMO and LUMO	7.6	eV
highest occupied orbital energy	-8.1	eV

---

(2)
This record from the OMol25 dataset describes an isolated molecule of C4H8N3P. The level of theory is the ωB97M-V functional and the def2-TZVPD basis.

The geometry in XYZ format:
```
16
Properties=species:S:1:pos:R:3:forces:R:3:mulliken_charge:R:1
C 0.9545 -1.0688 -0.1965 1.821 0.985 2.658 -0.15
C -2.1788 -0.7678 0.3766 -0.288 -1.358 0.021 0.13
C 1.3869 0.3665 0.0547 0.420 0.394 -2.236 -0.48
C 0.3062 0.9733 0.9579 -1.834 -2.765 -0.435 -0.86
N 0.2887 -1.6655 -1.0482 -0.646 -1.419 -1.055 -0.62
N -3.0110 -1.5458 0.1157 1.660 1.401 0.646 -0.11
N -0.9702 1.1317 -1.4298 0.738 -0.424 0.058 -0.58
P -1.4246 1.0853 0.0698 0.766 1.061 0.453 0.08
H 2.3901 0.5034 0.5766 -1.147 -0.675 -0.754 0.30
H 1.4479 0.8468 -1.0026 -0.271 -0.163 2.066 0.34
H 0.2259 0.5408 2.0038 0.120 0.256 -1.331 0.35
H 0.5258 1.9608 1.0368 0.575 3.164 0.602 0.46
H 0.0241 -1.1488 -1.8691 0.054 0.822 -0.246 0.32
H -3.8053 -1.9758 -0.2431 -1.167 -0.718 -0.466 0.28
H -1.6257 1.1627 -2.1829 -0.655 0.310 -0.113 0.20
H 1.2317 -1.6015 0.7120 -0.147 -0.869 0.131 0.34
```
Positions in Å, forces in eV/Å.

multiplicity	1
gap between HOMO and LUMO (spin up / spin down)	7.9 / 7.9	eV
highest occupied orbital energy (spin up / spin down)	-7.7 / -7.7	eV

---

no.,F_max (eV Å⁻¹)
1,1.52
2,3.37